(1)
Below is a cluster of 9 separate species, C4H27NO9 in total, with properties calculated with ωB97M-V/def2-TZVPD.

- LUMO: -0.0004 hartree
- SMILES: CCNCCO.O.O.O.O.O.O.O.O
- Gap between HOMO and LUMO: 9.3 eV
- Net charge: 0
- ΔE to the lowest compared entry with this formula, charge and spin: 146.7 kcal/mol

Atoms and positions in Å:
1 C 0.42 -3.41 -1.47
2 C 1.50 -2.72 -0.71
3 N 1.65 -1.32 -1.15
4 C 0.35 -0.59 -1.56
5 C 0.29 0.87 -1.54
6 O 1.45 1.36 -0.89
7 H -0.54 -3.06 -1.27
8 H 0.53 -3.23 -2.60
9 H 0.50 -4.44 -0.96
10 H 1.36 -2.85 0.37
11 H 2.50 -3.23 -1.07
12 H 2.43 -1.10 -1.81
13 H 0.11 -0.98 -2.62
14 H -0.33 -1.07 -0.68
15 H -0.72 1.34 -1.23
16 H 0.47 1.24 -2.56
17 H 1.26 1.64 0.00
18 O -2.81 -0.11 -2.14
19 H -2.01 -0.33 -2.65
20 H -3.60 -0.40 -2.56
21 O -0.37 -0.57 3.75
22 H -1.33 -0.43 3.52
23 H -0.11 -1.40 3.30
24 O 0.12 1.91 3.76
25 H 0.26 1.66 2.82
26 H 0.28 1.09 4.31
27 O -3.24 2.85 -0.75
28 H -2.86 2.01 -0.98
29 H -2.51 3.36 -0.94
30 O -1.66 2.55 1.09
31 H -0.90 2.98 0.57
32 H -1.57 2.99 2.09
33 O 3.52 1.58 -0.13
34 H 3.40 1.27 -1.02
35 H 3.41 2.55 -0.05
36 O 1.52 -0.02 1.35
37 H 2.35 0.56 1.06
38 H 1.43 -0.58 0.66
39 O -2.45 -0.85 1.83
40 H -1.63 -1.27 1.28
41 H -2.46 0.14 1.58

(2)
Below is a cluster of 9 separate species, C4H27NO9 in total, with properties calculated with ωB97M-V/def2-TZVPD.

- LUMO: -0.0068 hartree
- SMILES: COC[C@H](C)N.O.O.O.O.O.O.O.O
- Gap between HOMO and LUMO: 9.3 eV
- Net charge: 0
- ΔE to the lowest compared entry with this formula, charge and spin: 78.2 kcal/mol

Atoms and positions in Å:
1 C -0.21 -5.82 5.49
2 O 0.12 -4.49 5.75
3 C 0.35 -3.76 4.56
4 C 0.84 -2.30 4.94
5 C 1.05 -1.36 3.77
6 N 2.15 -2.25 5.64
7 H -0.29 -6.25 6.49
8 H 0.47 -6.30 4.79
9 H -1.18 -5.90 5.01
10 H 1.16 -4.20 3.97
11 H -0.54 -3.72 3.92
12 H 0.11 -1.83 5.60
13 H 0.16 -1.28 3.14
14 H 1.85 -1.72 3.13
15 H 1.23 -0.34 4.11
16 H 2.04 -2.96 6.35
17 H 2.06 -1.40 6.19
18 O -3.46 5.61 -1.84
19 H -3.91 5.12 -2.52
20 H -4.16 5.93 -1.27
21 O -2.14 9.75 -2.77
22 H -2.30 8.82 -2.60
23 H -2.69 10.21 -2.13
24 O -0.09 2.80 -2.47
25 H -0.66 3.57 -2.50
26 H -0.69 2.07 -2.29
27 O 0.59 -3.35 -2.46
28 H 0.78 -4.22 -2.82
29 H -0.34 -3.23 -2.62
30 O 0.12 2.19 -7.48
31 H -0.66 2.32 -8.02
32 H -0.05 2.69 -6.68
33 O 2.66 -0.78 -5.95
34 H 2.18 -0.93 -5.13
35 H 2.22 -0.03 -6.35
36 O 4.36 2.29 -2.01
37 H 3.42 2.47 -1.95
38 H 4.67 2.85 -2.72
39 O -3.37 -0.19 -2.71
40 H -3.72 0.44 -3.34
41 H -4.14 -0.49 -2.23

(3)
Below is a cluster of 15 separate species, C4H28BO22 in total, with properties calculated with ωB97M-V/def2-TZVPD.

- LUMO: 0.0583 hartree
- Gap between HOMO and LUMO: 10.0 eV
- Net charge: -1
- ΔE to the lowest compared entry with this formula, charge and spin: 30.5 kcal/mol

Atoms and positions in Å:
1 O -22.09 -30.43 -31.22
2 C -20.86 -30.41 -31.17
3 O -20.08 -29.52 -30.57
4 B -18.68 -29.82 -30.93
5 O -18.69 -30.99 -31.83
6 C -19.93 -31.38 -32.00
7 O -20.34 -32.34 -32.63
8 O -17.84 -30.13 -29.77
9 C -17.01 -29.16 -29.50
10 O -16.18 -29.08 -28.58
11 C -17.02 -28.23 -30.69
12 O -18.01 -28.69 -31.54
13 O -16.25 -27.25 -30.86
14 O -17.05 -33.96 -30.37
15 H -17.06 -33.17 -30.92
16 H -17.54 -33.71 -29.59
17 O -22.76 -32.88 -34.58
18 H -21.99 -32.43 -34.22
19 H -22.40 -33.48 -35.24
20 O -16.34 -32.40 -33.00
21 H -17.08 -31.88 -33.32
22 H -15.58 -32.06 -33.48
23 O -18.44 -26.53 -34.52
24 H -18.72 -27.08 -33.79
25 H -18.69 -27.02 -35.30
26 O -16.42 -28.40 -25.71
27 H -15.72 -27.76 -25.55
28 H -16.47 -28.46 -26.67
29 O -14.68 -26.09 -28.65
30 H -13.94 -26.54 -29.05
31 H -15.43 -26.66 -28.80
32 O -22.48 -29.84 -33.78
33 H -22.21 -29.67 -32.88
34 H -23.40 -30.08 -33.72
35 O -20.91 -34.22 -30.19
36 H -20.83 -34.78 -30.95
37 H -21.84 -34.03 -30.12
38 O -21.66 -30.23 -28.15
39 H -22.37 -29.96 -27.57
40 H -21.34 -29.41 -28.53
41 O -16.88 -24.21 -32.78
42 H -17.26 -25.04 -32.49
43 H -17.26 -24.06 -33.64
44 O -13.87 -28.38 -33.01
45 H -13.76 -27.61 -33.56
46 H -14.53 -28.13 -32.37
47 O -23.22 -32.79 -30.27
48 H -22.85 -32.05 -30.75
49 H -23.94 -33.09 -30.82
50 O -20.29 -34.85 -33.80
51 H -20.50 -34.11 -33.24
52 H -19.40 -34.67 -34.11
53 O -24.20 -27.90 -30.35
54 H -24.36 -27.97 -29.41
55 H -23.57 -28.59 -30.54

(4)
Below is a cluster of 10 separate species, C4H28N2O10 in total, with properties calculated with ωB97M-V/def2-TZVPD.

- LUMO: 0.0105 hartree
- SMILES: NCCCC(N)=O.O.O.O.O.O.O.O.O.O
- Gap between HOMO and LUMO: 9.7 eV
- Net charge: 0
- ΔE to the lowest compared entry with this formula, charge and spin: 61.3 kcal/mol

Atoms and positions in Å:
1 N 1.13 -1.49 -0.23
2 C 0.50 -1.00 1.02
3 C -0.65 -0.04 0.74
4 C -1.04 0.79 2.00
5 C 0.01 0.73 3.14
6 N -0.17 -0.24 4.07
7 O 1.06 1.33 2.96
8 H 0.63 -1.53 -1.11
9 H 1.61 -2.39 -0.16
10 H 1.35 -0.67 1.63
11 H 0.40 -1.84 1.76
12 H -1.48 -0.63 0.29
13 H -0.29 0.60 -0.07
14 H -2.03 0.38 2.31
15 H -1.19 1.83 1.85
16 H 0.52 -0.57 4.74
17 H -1.14 -0.43 4.27
18 O -2.92 -1.44 -2.19
19 H -2.62 -1.15 -1.33
20 H -3.40 -2.27 -2.08
21 O -2.45 1.70 -1.96
22 H -3.26 2.22 -1.94
23 H -1.77 2.37 -2.11
24 O -0.15 -0.94 -3.34
25 H 0.24 -0.10 -3.03
26 H -1.11 -0.82 -3.43
27 O 2.85 1.33 0.99
28 H 2.38 0.51 0.85
29 H 2.37 1.87 1.65
30 O 0.32 -3.34 -2.21
31 H 0.10 -2.53 -2.72
32 H 0.98 -3.79 -2.74
33 O 2.33 3.77 -0.20
34 H 2.39 2.93 0.29
35 H 2.93 3.75 -0.96
36 O -0.05 2.76 -1.18
37 H 0.63 2.18 -1.58
38 H 0.57 3.08 -0.48
39 O -2.26 -2.82 2.09
40 H -1.70 -3.14 2.82
41 H -1.56 -2.44 1.54
42 O 1.64 0.78 -1.99
43 H 1.87 0.01 -1.41
44 H 2.44 0.70 -2.55

(5)
Below is a cluster of 9 separate species, C4H28N2O8S2 in total, with properties calculated with ωB97M-V/def2-TZVPD.

- LUMO: 0.0040 hartree
- SMILES: NCCSSCCN.O.O.O.O.O.O.O.O
- Gap between HOMO and LUMO: 8.6 eV
- Net charge: 0
- ΔE to the lowest compared entry with this formula, charge and spin: 27.1 kcal/mol

Atoms and positions in Å:
1 N 0.82 2.94 -1.27
2 C -0.15 2.34 -0.34
3 C -1.59 2.54 -0.87
4 S -2.34 1.01 -1.55
5 S -1.35 -0.63 -1.38
6 C -1.51 -1.36 0.32
7 C -1.81 -0.41 1.42
8 N -1.59 -1.15 2.74
9 H 0.50 3.65 -1.92
10 H 1.05 2.22 -1.96
11 H 0.26 1.31 0.00
12 H -0.12 2.95 0.56
13 H -2.16 2.97 -0.06
14 H -1.66 3.26 -1.69
15 H -0.69 -2.06 0.45
16 H -2.28 -2.10 0.03
17 H -2.91 -0.25 1.35
18 H -1.31 0.57 1.55
19 H -1.61 -0.49 3.51
20 H -2.22 -1.95 2.86
21 O 3.65 0.10 -2.82
22 H 2.70 -0.06 -2.92
23 H 3.83 -0.45 -2.05
24 O -5.26 -1.08 0.85
25 H -5.05 -0.78 -0.04
26 H -4.88 -1.97 0.80
27 O 2.84 1.31 1.06
28 H 2.01 1.79 1.13
29 H 3.43 1.77 0.39
30 O 2.04 -0.73 -0.46
31 H 2.30 -0.11 0.27
32 H 1.44 -1.37 -0.07
33 O -2.82 -3.72 -1.26
34 H -3.60 -4.01 -1.74
35 H -2.12 -3.88 -1.90
36 O 3.84 2.64 -0.84
37 H 2.89 2.79 -0.98
38 H 4.18 2.39 -1.71
39 O 3.01 -4.18 -1.31
40 H 3.29 -3.59 -0.58
41 H 3.33 -3.64 -2.03
42 O 0.38 0.88 4.35
43 H 0.00 -0.01 4.18
44 H 1.22 0.59 3.95

(6)
Below is a cluster of 9 separate species, C4H28N2O9 in total, with properties calculated with ωB97M-V/def2-TZVPD.

- <S²>: 0.75
- LUMO (spin up / spin down): -0.1050 / -0.3145 hartree
- Spin multiplicity: 2
- Gap between HOMO and LUMO (spin up / spin down): 11.3 / 5.2 eV
- Net charge: +1
- ΔE to the lowest compared entry with this formula, charge and spin: 0.0 kcal/mol

Atoms and positions in Å:
1 N -0.33 0.67 0.98
2 C -0.10 -0.20 -0.18
3 C -0.30 -1.67 0.25
4 C -0.54 -2.53 -0.99
5 O -1.51 -1.97 -1.86
6 C 1.32 -0.02 -0.77
7 N 1.27 1.04 -1.74
8 H -0.73 1.56 0.67
9 H 0.55 0.99 1.42
10 H -0.86 0.03 -0.92
11 H -1.14 -1.77 0.94
12 H 0.57 -2.07 0.77
13 H -0.89 -3.53 -0.73
14 H 0.39 -2.61 -1.57
15 H -2.15 -1.39 -1.41
16 H 1.63 -0.97 -1.24
17 H 2.08 0.21 -0.01
18 H 0.63 0.78 -2.52
19 H 2.19 1.20 -2.13
20 H 2.87 0.77 2.31
21 H 1.98 -0.27 3.02
22 O 2.80 -0.17 2.48
23 H -1.45 0.66 -3.11
24 H -0.83 -0.75 -3.01
25 O -0.64 0.16 -3.33
26 H 2.20 3.37 1.48
27 H 1.81 2.46 0.31
28 O 2.05 2.45 1.23
29 H 0.18 -1.47 3.88
30 H -0.16 -0.25 2.99
31 O 0.39 -0.53 3.75
32 H -3.16 0.15 1.46
33 H -4.52 -0.58 1.34
34 O -3.98 0.11 0.95
35 H 3.83 -2.49 0.72
36 H 2.89 -1.42 1.27
37 O 2.97 -2.12 0.58
38 H -2.35 1.67 -1.19
39 H -3.56 0.72 -0.76
40 O -2.99 1.01 -1.52
41 H -1.23 3.47 -1.63
42 H -0.21 2.40 -1.27
43 O -0.98 2.88 -0.90

Total energy for the records above, in order: -900.33121, -900.44040, -1849.69813, -1031.10641, -1676.94095, -955.57174 hartree